This record from OMol25 describes an isolated ion of composition C6H11N2O and charge +1 in a non-equilibrium geometry. The level of theory is ωB97M-V/def2-TZVPD.

Positions of all 20 atoms, in Å:
C: -1.8897 -1.2113 0.1511
C: -1.6760 0.0473 -0.1493
C: 0.5105 -1.7711 -0.2144
C: -0.7964 -2.2187 0.3219
C: 0.0443 0.5131 -0.2061
C: 1.5856 1.5510 1.2943
N: 0.8790 -0.5870 -0.4699
N: 0.2359 1.4454 -1.4747
O: 0.2420 1.2501 0.8963
H: -2.8992 -1.5778 0.2754
H: -2.3727 0.8491 -0.2652
H: 1.2423 -2.5383 -0.4376
H: -0.6705 -2.4412 1.3882
H: -1.0759 -3.1650 -0.1482
H: 1.5336 1.7655 2.3586
H: 1.9559 2.4411 0.7802
H: 2.2518 0.7073 1.1196
H: -0.4565 2.2008 -1.4757
H: 0.1748 0.8953 -2.3382
H: 1.1813 1.8444 -1.4065

Output
Frontier orbital gap   10.50 eV
ΔE to the lowest compared entry with this formula, charge and spin   225.80 kJ/mol
Energy   -11419.82644 eV
Charge   +1
HOMO   -13.6777 eV
LUMO energy   -3.18 eV

***

This record from OMol25 describes an isolated ion of composition C6H11N2O and charge +1 in a non-equilibrium geometry. The level of theory is ωB97M-V/def2-TZVPD.

Positions of all 20 atoms, in Å:
C: -0.2247 -2.2000 1.9550
C: -0.2766 -1.3350 1.1349
C: 1.3107 -0.7761 -0.6656
C: -0.8119 1.6988 -1.1142
C: -0.9865 1.2224 1.2725
C: -0.0937 -0.4974 -0.1898
N: 1.7094 -1.8962 -1.2743
N: -0.1286 0.9887 0.0856
O: 2.0274 0.2202 -0.6074
H: -0.1439 -2.6931 2.8799
H: -1.4227 1.0904 -1.8306
H: -1.2743 2.6006 -0.7463
H: 0.0248 1.9349 -1.7682
H: -1.0941 2.2576 1.4306
H: -2.0116 0.9121 1.2512
H: -0.3805 0.8023 2.1597
H: -0.7998 -0.9089 -0.7909
H: 1.1644 -2.6857 -1.1382
H: 2.4423 -1.8599 -1.9524
H: 0.9697 1.1243 -0.0917

Output
Frontier orbital gap   11.71 eV
ΔE to the lowest compared entry with this formula, charge and spin   361.45 kJ/mol
Energy   -11418.42054 eV
Charge   +1
HOMO   -14.6381 eV
LUMO energy   -2.93 eV

***

This record from OMol25 describes a 2-piece molecular cluster, C6H11N2O2 overall in a non-equilibrium geometry. The level of theory is ωB97M-V/def2-TZVPD.

Positions of all 21 atoms, in Å:
C: -1.9107 -0.7566 0.7669
C: -1.7775 0.2087 -0.1668
C: -0.0991 0.4727 1.2380
C: -2.9543 0.5172 -1.0724
C: 2.9274 0.6155 -0.0869
C: 2.0371 -0.6991 -0.5756
N: -0.6928 0.9688 0.1453
N: -0.8297 -0.6268 1.6151
O: 2.3697 1.4793 0.5025
O: 2.7523 -1.7087 -0.1885
H: -2.4252 -1.6484 0.6160
H: -3.4817 1.5127 -0.8184
H: -2.6186 0.7509 -2.0722
H: -3.6041 -0.3310 -1.0274
H: 4.0199 0.4657 -0.1473
H: 1.9523 -0.8327 -1.6397
H: 0.9904 -0.4888 -0.2127
H: -0.2508 1.6533 -0.4736
H: -0.7288 -1.1234 2.4783
H: 0.8234 0.9627 1.7933
H: 3.5010 -1.3920 -0.6739

Output
Frontier orbital gap   9.82 eV
ΔE to the lowest compared entry with this formula, charge and spin   347.04 kJ/mol
Energy   -13466.53643 eV
Charge   +1
HOMO   -13.0913 eV
LUMO energy   -3.27 eV

***

What did the second record say?
This record from OMol25 describes an isolated ion of composition C6H11N2O and charge +1 in a non-equilibrium geometry. The level of theory is ωB97M-V/def2-TZVPD.

Positions of all 20 atoms, in Å:
C: -0.2247 -2.2000 1.9550
C: -0.2766 -1.3350 1.1349
C: 1.3107 -0.7761 -0.6656
C: -0.8119 1.6988 -1.1142
C: -0.9865 1.2224 1.2725
C: -0.0937 -0.4974 -0.1898
N: 1.7094 -1.8962 -1.2743
N: -0.1286 0.9887 0.0856
O: 2.0274 0.2202 -0.6074
H: -0.1439 -2.6931 2.8799
H: -1.4227 1.0904 -1.8306
H: -1.2743 2.6006 -0.7463
H: 0.0248 1.9349 -1.7682
H: -1.0941 2.2576 1.4306
H: -2.0116 0.9121 1.2512
H: -0.3805 0.8023 2.1597
H: -0.7998 -0.9089 -0.7909
H: 1.1644 -2.6857 -1.1382
H: 2.4423 -1.8599 -1.9524
H: 0.9697 1.1243 -0.0917

Output
Frontier orbital gap   11.71 eV
ΔE to the lowest compared entry with this formula, charge and spin   361.45 kJ/mol
Energy   -11418.42054 eV
Charge   +1
HOMO   -14.6381 eV
LUMO energy   -2.93 eV

***

Question: Which of these has the highest energy?
Answer: number 2

***

Question: Look up the HOMO of the second one.
Answer: -14.6381 eV